No. 1
55
Properties=species:S:1:pos:R:3 method="wB97M-V/def2-TZVPD" gap_ev=9.56 lumo_energy_ev=-2.30 e_above_lowest_ev=2.865 charge=+1
N 0.821 -1.079 0.496
C 0.206 -0.141 -0.628
C 1.181 0.764 -1.521
C -0.867 0.645 0.074
N -2.044 0.604 -0.843
H 0.479 -0.813 1.442
H 1.815 -0.998 0.553
H 0.450 -1.996 0.163
H -0.224 -0.906 -1.406
H 1.617 1.492 -0.832
H 0.577 1.226 -2.323
H 1.825 0.054 -1.914
H -1.111 0.276 1.073
H -0.715 1.712 0.223
H -1.783 0.335 -1.781
H -2.568 1.472 -1.002
H -1.905 5.311 1.210
H -2.181 4.487 -0.136
O -1.629 4.720 0.534
H -1.502 1.220 -4.096
H -1.445 -0.252 -4.224
O -0.865 0.557 -4.145
H 1.799 4.241 0.630
H 0.465 4.428 1.247
O 1.434 4.379 1.466
H 0.365 -3.122 -1.965
H 1.756 -3.042 -1.177
O 0.862 -2.922 -1.226
H -1.627 -2.373 -1.869
H -1.919 -2.981 -3.146
O -1.231 -2.312 -2.793
H -5.049 -2.694 -2.149
H -3.988 -1.670 -2.101
O -4.241 -2.441 -2.564
H -2.001 -2.890 1.247
H -1.596 -3.407 2.589
O -1.341 -3.381 1.651
H 4.728 -3.048 -1.958
H 4.668 -2.222 -3.314
O 4.418 -2.301 -2.369
H 4.076 -1.679 -0.045
H 4.141 -1.378 1.466
O 3.718 -1.157 0.743
H 0.518 0.862 3.496
H -0.373 1.755 2.735
O 0.000 0.783 2.716
H 2.752 -0.999 4.268
H 3.056 0.108 3.275
O 3.084 -0.851 3.353
H -5.201 0.205 0.902
H -5.113 0.901 2.280
O -4.739 0.937 1.236
H 2.806 3.003 3.790
H 1.728 3.637 3.019
O 1.912 2.939 3.651


No. 2
57
Properties=species:S:1:pos:R:3 method="wB97M-V/def2-TZVPD" gap_ev=8.66 lumo_energy_ev=0.04 e_above_lowest_ev=5.390
C 0.221 0.008 -2.848
O 1.394 -0.584 -2.303
C -0.730 -0.183 -1.652
C -2.044 0.473 -2.065
S -3.491 -0.410 -1.415
N -0.314 0.379 -0.387
H 0.232 1.090 -3.022
H -0.057 -0.419 -3.761
H 2.147 -0.346 -2.880
H -0.900 -1.266 -1.492
H -2.186 0.277 -3.102
H -2.147 1.527 -1.937
H -3.485 -0.046 -0.072
H -0.444 1.324 -0.083
H 0.651 0.040 -0.118
H -0.213 3.948 -0.999
H -1.083 3.985 -2.154
O -0.166 3.673 -1.847
H 2.945 3.646 -2.895
H 1.463 3.512 -2.272
O 2.277 3.090 -2.648
H -2.009 -2.488 2.047
H -3.043 -3.646 2.164
O -2.710 -2.865 2.706
H 1.580 2.332 1.358
H 2.124 2.486 2.807
O 1.776 2.994 1.969
H 0.332 -3.749 3.456
H 0.572 -2.478 2.642
O 0.964 -3.006 3.399
H -0.365 -2.493 0.375
H -0.899 -1.128 0.809
O -0.796 -2.076 1.124
H 4.028 -1.605 2.777
H 2.550 -2.298 3.190
O 3.185 -1.875 2.450
H -0.051 3.748 1.434
H -1.325 3.111 1.064
O -0.540 3.423 0.559
H 1.001 -2.921 -1.092
H 0.921 -4.235 -0.184
O 0.327 -3.630 -0.653
H -3.529 2.868 2.095
H -2.951 1.511 1.613
O -2.961 2.558 1.382
H 2.948 0.340 0.103
H 2.949 -0.432 1.444
O 2.308 0.139 0.981
H 4.373 1.493 -1.340
H 2.893 2.069 -1.198
O 3.795 1.945 -0.681
H 3.746 -3.298 -1.700
H 3.104 -3.206 -0.452
O 2.865 -3.426 -1.282
H -3.119 -1.051 2.083
H -4.365 -0.646 2.929
O -3.595 -0.291 2.484


No. 3
58
Properties=species:S:1:pos:R:3 method="wB97M-V/def2-TZVPD" gap_ev=7.70 lumo_energy_ev=2.03 charge=-1
C -3.138 -0.371 -3.076
C -2.408 0.749 -2.251
O -2.034 0.195 -0.993
C -2.997 -1.829 -2.535
S -4.591 -2.564 -2.320
S -5.186 -2.190 -0.488
H -2.775 -0.393 -4.106
H -4.180 -0.037 -3.062
H -1.513 1.062 -2.823
H -3.101 1.556 -1.997
H -2.295 -1.998 -1.726
H -2.503 -2.493 -3.254
H -4.265 -2.847 0.309
H -1.550 -1.017 2.526
H -2.278 -0.727 1.229
O -1.967 -1.464 1.764
H -1.939 -3.481 0.036
H -2.565 -4.067 1.127
O -2.754 -4.031 0.178
H 2.607 -0.289 -0.588
H 1.391 -0.447 -1.547
O 2.355 -0.337 -1.541
H -1.353 0.117 4.366
H -2.388 1.184 4.024
O -1.724 0.613 3.610
H 2.794 1.790 0.391
H -1.297 0.678 -0.569
O 3.352 2.246 -0.241
H 0.604 -2.837 0.433
H -0.744 -2.055 0.777
O -0.368 -2.927 0.441
H 3.173 2.897 -2.344
H 3.272 1.413 -2.800
O 3.570 2.307 -3.008
H 3.875 -1.421 1.588
H 4.164 -2.285 -0.079
O 3.158 -1.190 0.980
H 0.262 1.754 4.008
H 1.447 1.059 3.393
O 1.198 1.574 4.229
H 0.887 -0.351 2.535
H 2.389 -0.503 1.720
O 1.492 0.196 2.008
H 1.027 0.089 -3.695
H 1.608 1.508 -3.943
O 0.993 0.853 -4.280
H 4.158 1.947 -0.650
H 3.933 -3.046 -1.373
O 4.623 -2.863 -0.719
H -0.621 4.076 2.242
H -0.732 2.669 1.990
O -1.269 3.366 2.396
H 2.146 3.628 1.447
H 1.561 2.914 2.741
O 1.613 3.728 2.243
H 0.397 1.225 1.208
H 0.594 1.275 -0.295
O -0.108 1.394 0.363